## a
Here is a 2-piece molecular cluster, CH6N4 overall from OMol25. Energies are from ωB97M-V/def2-TZVPD.

E_HOMO (spin up / spin down) (eV): -7.7 / -7.2
M (g/mol): 74.1

Structure (ORCA input):
```
! RIJCOSX wB97M-V def2-TZVPD def2/J DEFGRID3
* xyz 0 1
N -0.035 -1.825 -0.183
N 1.015 0.073 -1.068
N -0.750 1.271 1.076
C -0.039 0.174 0.704
N -0.788 -0.896 0.281
H -0.645 -2.466 -0.707
H 1.931 0.073 -1.536
H 0.261 0.072 -1.759
H -1.588 1.466 0.546
H -0.238 2.078 1.390
H 0.876 -0.020 1.256
*
```

---

## b
Here is the molecule CH6N4 from OMol25. Energies are from ωB97M-V/def2-TZVPD.

E_HOMO (eV): -9.0
M (g/mol): 74.1
SMILES string: [H]/N=C(/N)NN

Structure (ORCA input):
```
! RIJCOSX wB97M-V def2-TZVPD def2/J DEFGRID3
* xyz 0 1
H -0.418 1.777 0.030
N 0.529 1.445 -0.022
C 0.511 0.163 0.008
N 1.678 -0.602 0.031
N -0.607 -0.652 -0.030
N -1.924 -0.208 0.005
H 1.719 -1.606 -0.168
H 2.541 -0.109 0.066
H -0.567 -1.672 0.021
H -2.014 0.306 0.878
H -2.059 0.440 -0.753
*
```

---

## c
Here is the molecule CH6N4 from OMol25. Energies are from ωB97M-V/def2-TZVPD.

E_HOMO (eV): -9.4
M (g/mol): 74.1
SMILES string: [H]/N=C(/N)NN

Structure (ORCA input):
```
! RIJCOSX wB97M-V def2-TZVPD def2/J DEFGRID3
* xyz 0 1
H -2.370 -0.086 0.371
N -1.735 -0.317 -0.307
C -0.523 -0.109 -0.186
N 0.318 -0.819 -1.059
N 0.170 0.894 0.629
N 1.461 0.391 0.931
H 1.436 -0.457 -1.238
H -0.183 -0.997 -1.981
H -0.418 1.118 1.483
H 1.936 0.591 -0.048
H 1.239 -0.562 1.169
*
```

---

It is b that is most stable; the runner-up trails by 165.6 kJ/mol.

---

## a
Here is a 3-piece molecular cluster, C4H14O2S overall from OMol25. Energies are from ωB97M-V/def2-TZVPD.

E_HOMO (eV): -8.3
M (g/mol): 126.2
SMILES string: CCCSC.O.O

Structure (ORCA input):
```
! RIJCOSX wB97M-V def2-TZVPD def2/J DEFGRID3
* xyz 0 1
C -2.286 -0.834 -0.848
C -0.763 -0.799 -1.074
C 0.163 -0.388 0.048
S 0.110 1.290 0.690
C 1.835 1.190 1.525
H -2.468 -1.796 -0.567
H -2.512 -0.505 -1.882
H -2.720 -0.028 -0.213
H -0.354 -1.895 -1.378
H -0.573 0.009 -1.903
H -0.048 -1.199 0.812
H 1.253 -0.438 -0.074
H 1.568 0.811 2.508
H 2.043 2.284 1.601
H 2.693 0.718 1.066
O 1.369 2.807 -2.170
H 2.055 2.785 -1.444
H 1.760 3.227 -2.955
O -0.828 -4.172 1.333
H -1.224 -4.984 1.650
H -1.255 -3.729 0.543
*
```

---

## b
Here is a 3-piece molecular cluster, C4H14O2S overall from OMol25. Energies are from ωB97M-V/def2-TZVPD.

E_HOMO (eV): -8.7
M (g/mol): 126.2
SMILES string: CCCSC.O.O

Structure (ORCA input):
```
! RIJCOSX wB97M-V def2-TZVPD def2/J DEFGRID3
* xyz 0 1
C -0.427 -1.670 1.904
C 0.019 -1.872 0.460
C 0.428 -0.500 -0.146
S -0.754 0.810 -0.590
C 0.308 2.144 -1.102
H 0.238 -0.900 2.243
H -0.355 -2.607 2.416
H -1.460 -1.168 2.121
H 0.844 -2.616 0.350
H -0.754 -2.266 -0.235
H 1.107 -0.087 0.645
H 0.969 -0.671 -1.077
H 1.091 2.436 -0.386
H -0.284 3.033 -1.295
H 1.032 1.837 -1.872
O -0.082 -0.237 -3.588
H -0.291 -0.515 -4.489
H -0.931 -0.208 -3.133
O 0.125 1.576 2.754
H -0.452 2.311 2.991
H -0.371 1.169 2.030
*
```

---

It is b that is most stable; the runner-up trails by 129.4 kJ/mol.

---

## a
Here is a 2-piece molecular cluster, C7H13N2O overall from OMol25. Energies are from ωB97M-V/def2-TZVPD.

E_HOMO (eV): -12.3
M (g/mol): 141.2

Structure (ORCA input):
```
! RIJCOSX wB97M-V def2-TZVPD def2/J DEFGRID3
* xyz 1 1
C -0.852 -0.552 -0.745
C 0.295 1.932 0.473
C -1.951 -2.229 -2.066
C -0.816 -1.532 -2.891
C 1.156 2.265 2.739
C 2.001 0.278 1.544
C 0.781 1.254 1.641
N -1.727 -1.553 -0.738
N -0.261 -0.592 -1.936
O -0.238 2.581 -0.264
H -2.934 -2.014 -2.482
H -1.890 -3.280 -1.985
H -0.097 -2.266 -3.204
H -1.210 -1.134 -3.743
H 1.183 1.678 3.630
H 2.054 2.764 2.704
H 0.370 3.008 3.054
H 2.675 0.913 1.052
H 1.544 -0.579 0.993
H 2.212 0.140 2.532
H -0.080 0.629 1.843
H -2.237 -1.989 0.130
H 0.021 0.278 -2.280
*
```

---

## b
Here is a 2-piece molecular cluster, C7H13N2O overall from OMol25. Energies are from ωB97M-V/def2-TZVPD.

E_HOMO (eV): -12.7
M (g/mol): 141.2

Structure (ORCA input):
```
! RIJCOSX wB97M-V def2-TZVPD def2/J DEFGRID3
* xyz 1 1
C -3.238 1.550 -2.072
C 1.517 -0.184 -0.012
C -3.365 2.390 -1.222
C -0.714 0.750 -0.200
C -3.646 3.486 -0.341
C 3.266 -1.909 -0.626
C 2.046 -1.811 1.592
N 2.149 -1.325 0.287
N 0.426 0.257 0.558
O -0.364 1.413 -1.218
H -3.368 1.102 -2.985
H -1.129 1.682 -1.662
H 1.770 0.214 -1.025
H -4.496 3.375 0.245
H -3.680 4.373 -1.032
H -2.772 3.708 0.352
H 3.656 -1.196 -1.299
H 4.067 -2.249 0.008
H 2.644 -2.801 -1.150
H 2.935 -1.586 2.211
H 1.286 -1.377 2.234
H 2.144 -2.933 1.607
H 0.231 0.139 1.504
*
```

---

It is a that is most stable; the runner-up trails by 187.5 kJ/mol.

---

## a
Here is the molecule C6H8O4 from OMol25. Energies are from ωB97M-V/def2-TZVPD.

E_HOMO (eV): -8.7
M (g/mol): 144.1
SMILES string: CC1=C(O)C(=O)[C@](C)(O)O1

Structure (ORCA input):
```
! RIJCOSX wB97M-V def2-TZVPD def2/J DEFGRID3
* xyz 0 1
C -0.597 2.423 0.868
C -0.187 1.045 0.515
C -0.255 -0.085 1.270
O -0.711 -0.188 2.547
C 0.286 -1.170 0.498
O 0.496 -2.328 0.816
C 0.627 -0.550 -0.866
C -0.248 -1.144 -1.973
O 1.987 -0.676 -1.155
O 0.324 0.834 -0.719
H 0.257 3.094 0.788
H -1.359 2.773 0.174
H -0.985 2.433 1.881
H -0.592 -1.109 2.819
H 0.036 -0.695 -2.920
H -1.295 -0.939 -1.768
H -0.088 -2.218 -2.011
H 2.304 -1.501 -0.764
*
```

---

## b
Here is C6H8O4 as an isolated structure from OMol25. Energies are from ωB97M-V/def2-TZVPD.

E_HOMO (eV): -10.0
M (g/mol): 144.1

Structure (ORCA input):
```
! RIJCOSX wB97M-V def2-TZVPD def2/J DEFGRID3
* xyz 0 1
O 0.296 -2.688 0.071
C -0.276 -1.646 -0.060
O -1.353 -1.390 -1.382
C -0.599 -0.194 -1.651
C 0.147 -0.180 -0.304
O -0.436 0.659 0.667
C 0.544 1.513 1.261
C 1.822 1.133 0.581
C 1.609 0.142 -0.283
H 0.054 -0.365 -2.514
H -1.243 0.687 -1.768
H 0.259 2.562 1.085
H 0.574 1.337 2.347
H 2.761 1.659 0.748
H 2.323 -0.319 -0.962
O -2.152 -1.301 1.071
H -2.479 -1.210 -0.188
H -1.853 -0.398 1.279
*
```

---

It is a that is most stable; the runner-up trails by 353.3 kJ/mol.

---

## a
Here is a 2-piece molecular cluster, C2H5O2 overall from OMol25. Energies are from ωB97M-V/def2-TZVPD.

E_HOMO (eV): -2.1
M (g/mol): 61.1

Structure (ORCA input):
```
! RIJCOSX wB97M-V def2-TZVPD def2/J DEFGRID3
* xyz -1 1
O -1.679 -1.518 -2.100
H -2.370 -1.167 -2.644
C 0.738 0.184 -0.308
C 0.317 0.373 0.933
O 1.129 0.965 1.893
H 0.144 -0.312 -1.074
H 1.702 0.571 -0.628
H -0.713 0.149 1.188
H 0.733 0.755 2.740
*
```

---

## b
Here is a 2-piece molecular cluster, C2H5O2 overall from OMol25. Energies are from ωB97M-V/def2-TZVPD.

E_HOMO (eV): -2.6
M (g/mol): 61.1

Structure (ORCA input):
```
! RIJCOSX wB97M-V def2-TZVPD def2/J DEFGRID3
* xyz -1 1
O 2.040 -1.129 0.887
H 1.738 -0.548 1.606
O 0.143 -0.203 -0.696
C -0.920 0.173 -0.101
C -1.626 1.356 -0.339
H -1.341 -0.344 0.741
H -1.245 1.954 -1.314
H -2.705 1.445 -0.132
H 1.360 -1.022 0.210
*
```

---

## c
Here is a 2-piece molecular cluster, C2H5O2 overall from OMol25. Energies are from ωB97M-V/def2-TZVPD.

E_HOMO (eV): -2.0
M (g/mol): 61.1

Structure (ORCA input):
```
! RIJCOSX wB97M-V def2-TZVPD def2/J DEFGRID3
* xyz -1 1
O 2.766 2.374 -0.895
H 2.691 1.701 -1.584
C -0.292 -1.574 -0.313
C -1.310 -1.206 0.450
O -1.543 0.063 0.908
H -0.213 -2.610 -0.620
H 0.634 -1.046 -0.343
H -2.131 -1.883 0.655
H -0.671 0.473 1.005
*
```

---

It is b that is most stable; the runner-up trails by 144.8 kJ/mol.

---

## a
Here is a 15-piece molecular cluster, CH29O17 overall from OMol25. Energies are from ωB97M-V/def2-TZVPD.

E_HOMO (eV): -7.0
M (g/mol): 313.2

Structure (ORCA input):
```
! RIJCOSX wB97M-V def2-TZVPD def2/J DEFGRID3
* xyz -1 1
C 18.049 -2.290 4.359
O 18.745 -2.654 3.387
O 16.698 -2.271 4.317
O 18.582 -2.105 5.450
H 16.462 -2.381 3.433
O 16.396 -1.597 7.241
H 16.393 -2.566 7.457
H 16.700 -1.684 6.335
O 17.526 0.580 3.050
H 17.750 1.348 2.488
H 16.941 0.040 2.542
O 21.412 -2.631 4.493
H 21.812 -3.229 3.875
H 20.571 -2.362 4.133
O 14.614 -5.050 4.103
H 15.406 -4.731 4.501
H 14.635 -5.990 4.060
O 15.965 -1.498 1.652
H 16.676 -1.602 1.058
H 15.346 -0.792 1.307
O 20.266 -0.032 3.080
H 19.305 -0.118 3.130
H 20.533 0.149 3.936
O 19.569 -4.883 5.153
H 19.293 -3.989 4.958
H 20.290 -4.769 5.721
O 19.755 -1.970 0.861
H 20.656 -1.669 0.623
H 19.578 -1.705 1.784
O 19.098 -3.203 7.938
H 18.755 -2.950 7.061
H 20.051 -3.173 7.783
O 20.282 -4.724 1.119
H 20.321 -4.964 0.208
H 20.161 -3.808 1.117
O 20.492 -0.440 6.330
H 19.799 -1.068 6.041
H 20.050 0.417 6.204
O 13.913 -1.726 4.197
H 14.643 -1.242 3.792
H 14.225 -2.287 4.953
O 16.974 -5.339 5.797
H 17.145 -6.109 6.310
H 17.830 -5.009 5.520
O 17.489 -4.637 2.168
H 17.619 -5.572 2.347
H 17.959 -4.158 2.844
*
```

---

## b
Here is a 15-piece molecular cluster, CH29O17 overall from OMol25. Energies are from ωB97M-V/def2-TZVPD.

E_HOMO (eV): -6.9
M (g/mol): 313.2

Structure (ORCA input):
```
! RIJCOSX wB97M-V def2-TZVPD def2/J DEFGRID3
* xyz -1 1
C 0.285 -0.509 -0.503
O 0.543 0.298 -1.421
O 0.495 -0.193 0.808
O -0.148 -1.620 -0.776
H 0.437 0.763 0.938
O -1.975 1.907 0.819
H -1.514 1.857 1.671
H -2.367 1.065 0.567
O -1.858 0.959 -2.719
H -2.519 1.284 -2.101
H -1.101 0.684 -2.222
O -0.699 0.593 3.607
H -0.269 0.237 4.373
H -1.534 0.163 3.580
O -0.287 -2.963 -3.077
H -0.298 -2.331 -2.389
H -0.293 -2.404 -3.858
O 1.734 -3.467 -0.469
H 2.455 -2.771 -0.277
H 1.045 -2.999 -0.972
O -3.290 -0.161 -0.352
H -3.796 -0.726 0.234
H -2.764 -0.748 -0.878
O 1.830 -0.813 -3.345
H 1.272 -0.480 -2.654
H 1.662 -0.400 -4.177
O -0.572 4.050 -0.334
H -0.886 4.610 0.422
H -0.980 3.198 -0.067
O 0.055 -2.516 2.262
H -0.176 -1.752 1.746
H -0.826 -2.711 2.569
O 0.955 2.493 1.761
H 1.639 2.648 2.403
H 1.057 3.184 1.091
O 2.949 1.034 -0.333
H 3.014 1.161 0.614
H 2.143 0.567 -0.515
O -1.370 -4.227 0.101
H -1.072 -3.319 -0.050
H -2.286 -4.062 0.239
O 2.188 -0.035 3.492
H 1.361 0.135 3.116
H 2.938 0.179 2.873
O 1.014 2.894 -2.286
H 1.179 1.990 -2.013
H 0.631 3.256 -1.496
*
```

---

It is a that is most stable; the runner-up trails by 38.4 kJ/mol.